{
  "formula": "C39H33AsF3O5PPd",
  "method": "ωB97M-V with the def2-TZVPD basis set",
  "total_energy_ha": -4886.65848,
  "orbital_gap_ev": 7.7,
  "relative_energy_kcal_mol": 82.7,
  "spin_multiplicity": 1,
  "homo_energy_ev": -8.1,
  "elements": ["O", "C", "C", "C", "H", "H", "C", "C", "C", "H", "C", "H", "H", "F", "H", "F", "C", "C", "C", "H", "H", "C", "H", "C", "H", "H", "C", "O", "H", "C", "C", "H", "P", "C", "C", "C", "C", "C", "C", "H", "H", "C", "C", "F", "H", "H", "H", "C", "C", "H", "C", "O", "C", "H", "H", "H", "C", "H", "C", "C", "C", "H", "H", "C", "H", "H", "C", "O", "H", "H", "C", "C", "C", "H", "H", "C", "As", "O", "C", "H", "C", "H", "Pd"],
  "xyz": [[0.6443, -2.9985, 2.6295], [-1.2509, 5.1755, -0.6455], [4.8981, 3.5730, -2.3958], [3.2098, 0.8496, 0.3597], [3.1971, -4.6012, 3.8016], [-1.9233, -2.4056, 2.7615], [-3.0608, 0.5352, -3.0679], [-0.0364, -4.8341, 0.0726], [2.4597, -4.0992, 1.4896], [1.9108, 2.5942, -1.1536], [2.9798, 2.6329, -1.3075], [-1.2063, 6.0728, -0.0414], [0.6541, 0.3819, -1.7733], [6.2262, 5.4963, -2.7233], [-4.8593, -2.2003, -2.1653], [4.6061, 5.1685, -4.1183], [-2.7071, -1.0162, 4.1981], [-3.3441, -0.7437, -2.5952], [-5.6955, -0.4001, -2.9797], [-2.8554, -2.1076, 0.2894], [-2.5443, -1.3967, -2.2668], [-2.4034, 4.4005, -0.6598], [2.6015, -5.1319, 1.8183], [-2.0007, -1.3684, 3.0556], [-0.4687, -0.9201, -2.1038], [-1.6869, -6.1274, -0.6771], [-1.4471, -5.1245, -0.3447], [0.2087, -5.0385, 1.4849], [0.6229, 3.3654, -2.8035], [-1.4044, 0.9437, 2.7360], [-1.3574, -0.3857, 2.3093], [-2.1487, 2.3231, 4.1952], [-0.3146, -0.7666, 0.8583], [2.5979, -2.7049, 4.5345], [-4.6540, -1.2066, -2.5452], [0.3665, -3.3660, 0.1795], [-2.7712, 0.3081, 4.6056], [5.1801, 1.8396, -0.7589], [3.7958, 1.7788, -0.5663], [-3.3213, 0.5756, 5.4990], [-0.8941, 1.3534, -0.0813], [3.5252, 3.5228, -2.2202], [-4.1121, 1.3248, -3.5335], [6.3794, 3.9291, -4.1978], [6.7983, 2.7745, -1.8069], [-6.7159, -0.7586, -2.9369], [5.8175, 1.1736, -0.1935], [-0.4075, 0.1248, -1.7910], [-1.3709, 2.8589, -2.2036], [2.8859, 4.1764, -2.7997], [5.5196, 4.5398, -3.3596], [2.4408, -3.3161, 5.7105], [3.4210, -3.5525, 3.6028], [-2.0975, 0.0977, -0.3996], [4.4635, -3.3650, 3.8822], [-3.9069, 2.3092, -3.9389], [-2.0384, -2.8072, 0.1360], [-3.2580, 4.6888, -0.0603], [-2.1157, 1.2899, 3.8737], [-5.4208, 0.8657, -3.4820], [2.7149, 0.0842, 1.1600], [-3.1994, -1.7865, 4.7782], [-0.8749, 1.7125, 2.1838], [-2.4630, 3.2448, -1.4307], [-6.2272, 1.4963, -3.8350], [1.1144, -2.9782, -0.5149], [-0.7762, -2.4302, 0.3367], [2.2004, -1.5784, 4.3451], [1.9542, -2.7156, 6.2959], [0.7479, 5.3925, -1.4026], [-2.3739, -4.1710, -0.2983], [0.9453, -3.7614, 1.5724], [5.7257, 2.7312, -1.6635], [-3.3627, 2.6427, -1.4177], [0.6621, -5.4264, -0.5257], [-0.2254, 3.6501, -2.1919], [-1.2354, 1.2026, -3.2366], [3.2768, -3.2178, 2.2573], [-1.0294, 0.3219, -0.4096], [-3.3983, -4.3783, -0.5839], [-0.1570, 4.7968, -1.4117], [2.8219, -3.9936, 0.4679], [1.5482, -1.1393, 2.1391]]
}

{
  "formula": "C2H2O2",
  "method": "ωB97M-V with the def2-TZVPD basis set",
  "total_energy_ha": -227.73774,
  "orbital_gap_ev": [8.5, 8.5],
  "relative_energy_kcal_mol": 69.1,
  "spin_multiplicity": 1,
  "homo_energy_ev": [-8.1, -8.1],
  "elements": ["C", "O", "O", "H", "H", "C"],
  "xyz": [[1.1483, -0.3313, -0.6658], [1.5795, 0.3787, -1.4994], [-1.6153, 1.4097, 0.5266], [-1.4652, -0.4811, 1.3167], [1.4970, -1.3138, -0.3373], [-1.1445, 0.3378, 0.6592]]
}

{
  "formula": "CH9N3O2",
  "method": "ωB97M-V with the def2-TZVPD basis set",
  "total_energy_ha": -358.17457,
  "orbital_gap_ev": 10.4,
  "relative_energy_kcal_mol": 60.9,
  "spin_multiplicity": 1,
  "homo_energy_ev": -9.5,
  "elements": ["H", "H", "H", "H", "O", "N", "H", "N", "H", "H", "N", "C", "H", "O", "H"],
  "xyz": [[-3.0286, -1.5719, 0.3216], [-0.3292, -0.5228, 0.8593], [-2.6896, -0.0930, 0.8995], [2.6679, 0.7975, -1.1991], [-2.6799, -0.2331, -1.0333], [-2.3407, -0.8134, 0.2579], [-1.8551, -0.3351, -1.5498], [0.6906, -0.4015, 0.8648], [2.8838, 0.2072, 0.2810], [0.3237, 0.3868, -1.0522], [2.3277, 0.0815, -0.5607], [1.0122, 0.4638, -0.2073], [1.0420, -1.3170, 0.5866], [1.0453, 1.7546, 0.2901], [0.9300, 1.5964, 1.2416]]
}

{
  "formula": "C17H27NO5",
  "method": "ωB97M-V with the def2-TZVPD basis set",
  "total_energy_ha": -1094.85960,
  "orbital_gap_ev": 8.9,
  "relative_energy_kcal_mol": 99.8,
  "spin_multiplicity": 1,
  "homo_energy_ev": -8.2,
  "elements": ["H", "C", "C", "O", "H", "H", "H", "H", "H", "C", "C", "C", "H", "O", "H", "H", "C", "C", "H", "H", "C", "H", "H", "H", "N", "C", "C", "C", "H", "H", "C", "H", "O", "C", "H", "H", "O", "H", "C", "H", "C", "H", "H", "O", "H", "C", "C", "H", "H", "H"],
  "xyz": [[-0.7309, -2.3509, -0.6011], [1.3793, -2.0188, -0.5785], [1.6502, -4.1664, -1.8180], [0.6483, -2.2280, -2.8967], [2.0453, 2.8132, 0.2243], [0.7139, -4.5373, -1.4033], [1.4571, 1.2386, -1.6438], [-3.5761, -0.6620, -0.7308], [-1.9588, 1.2048, -2.4513], [-0.1023, 2.7424, -0.1581], [0.0989, -1.9448, -0.0420], [-2.6738, -0.3879, -0.1584], [0.0143, 2.7282, 3.6646], [-2.7944, 0.9232, 0.3433], [-0.2017, -2.6153, -2.6598], [0.6349, 2.3435, -2.7691], [-1.7936, 1.9610, -1.6789], [1.2006, 0.9108, 3.4998], [-3.8841, 1.7374, -1.2093], [-2.5940, -2.3912, 0.6468], [0.3494, 2.0461, 2.8799], [3.4477, -1.5857, -0.2489], [2.5592, -2.2800, -2.3432], [0.0621, 3.7031, -0.6780], [-0.4946, 1.6943, -1.0847], [-2.9446, 1.9002, -0.6549], [-2.5219, -1.3583, 1.0162], [1.1467, 2.3625, 0.6532], [-3.3281, -1.1806, 1.7318], [1.1631, 0.9610, 4.5897], [-0.1328, -1.3436, 1.1866], [-3.0311, 2.8427, -0.1102], [-1.3495, -1.1654, 1.7660], [2.4479, -1.5335, 0.1552], [2.2408, 1.0408, 3.1790], [2.4605, -4.4614, -1.1573], [1.0852, 2.8482, 1.9799], [1.2564, 1.2725, 0.6450], [1.6054, -2.6394, -1.9426], [0.2136, 0.6131, -2.7198], [0.9652, -0.8761, 1.9357], [-0.5305, 1.6027, 2.3992], [-0.9195, 2.8796, 0.5510], [0.7077, -0.3759, 3.1876], [3.0870, -0.6356, 1.9857], [2.2432, -0.9881, 1.4115], [0.5040, 1.4695, -2.1120], [-1.7985, -0.4476, -0.8132], [-1.8331, 2.9499, -2.1720], [1.8060, -4.6156, -2.7962]]
}

{
  "formula": "C31H49BrCl22N2O3S",
  "method": "ωB97M-V with the def2-TZVPD basis set",
  "total_energy_ha": -14642.11463,
  "orbital_gap_ev": 8.3,
  "spin_multiplicity": 1,
  "homo_energy_ev": -9.1,
  "elements": ["H", "S", "C", "Cl", "C", "C", "Cl", "C", "C", "H", "H", "Cl", "Cl", "N", "Cl", "Br", "Cl", "H", "H", "H", "C", "H", "H", "H", "H", "Cl", "H", "C", "H", "C", "C", "O", "H", "C", "H", "Cl", "C", "H", "H", "C", "Cl", "H", "H", "H", "C", "Cl", "C", "H", "H", "Cl", "O", "H", "C", "Cl", "H", "Cl", "H", "C", "H", "C", "C", "Cl", "H", "C", "Cl", "H", "H", "H", "Cl", "C", "H", "C", "H", "H", "C", "Cl", "C", "C", "Cl", "Cl", "H", "H", "Cl", "H", "H", "H", "O", "C", "H", "N", "H", "H", "H", "C", "H", "C", "Cl", "Cl", "H", "C", "H", "H", "C", "C", "H", "H", "H", "C", "H"],
  "xyz": [[6.1968, -3.2774, -0.9587], [4.8768, -0.8354, -1.7168], [2.5274, -2.6617, 2.4536], [10.1055, -3.6349, -0.4512], [-1.4480, 0.2838, 7.5582], [1.0528, 1.2030, 4.1598], [-1.1705, 5.6974, -0.3743], [-1.6676, -0.8010, -3.4351], [2.6271, -2.6519, -1.9253], [-4.1809, -3.4494, -6.6275], [3.0829, 4.8785, -1.0350], [-8.3330, 5.4255, -4.2832], [-6.4024, -3.6885, -7.3739], [4.1608, 0.8450, 0.3239], [-3.3432, -0.1601, -0.5074], [2.3404, 2.6326, 4.4447], [-5.1687, -2.1116, -1.6736], [0.5597, -3.3529, -1.8140], [-9.1210, 2.1503, -0.2242], [10.3371, -5.7127, -1.5360], [-0.1874, 2.6915, 1.3475], [-5.4552, 4.4440, -5.3525], [1.9999, -2.9363, 4.5458], [1.4650, 2.3808, -0.9813], [2.0116, 2.4284, 1.5083], [9.6348, -4.2698, -3.2613], [-0.0654, 3.5737, 3.4446], [-5.0625, -3.9631, -6.2541], [-1.9744, -1.1080, -2.4388], [-8.0462, 6.5361, -5.6276], [5.4475, 0.3636, 1.9985], [-2.3175, 0.3323, 3.2556], [3.0225, -0.9456, -3.2603], [1.2970, -0.2477, 4.6891], [-0.2211, 1.5981, 1.0739], [-1.1643, 1.7943, 8.4301], [3.1199, -1.1506, -2.1673], [3.2944, -3.1144, -1.1619], [-0.8613, -1.9819, 2.4389], [4.9955, -0.1378, -0.0707], [1.8908, -5.2134, 5.9082], [0.7228, -3.5892, 3.4821], [7.4673, -4.2176, -1.7752], [2.9552, -1.7433, 0.5326], [1.2860, 3.1850, 1.1103], [-7.9574, 1.1914, -2.0341], [-0.4499, -1.1956, 3.1018], [-7.9476, 5.9607, -6.5440], [-2.0113, 0.5001, 6.6541], [6.5469, -5.3741, 0.0618], [1.8859, -0.4806, 5.7093], [-10.2088, 1.3096, -1.3524], [1.1783, -2.5642, -1.2969], [-1.2711, 3.9146, -2.6923], [2.4940, -0.4169, -1.6077], [-2.3640, -0.8677, 8.5407], [-5.3174, -1.0450, 0.4224], [1.4436, -2.7412, 3.5914], [3.5851, 3.1434, -1.2855], [-1.1230, 0.1946, 3.2826], [2.0369, -1.9839, 1.1259], [-9.3777, 7.6833, -5.8139], [1.4104, 4.1532, 1.6663], [-4.8970, 4.2199, -4.4476], [-0.0004, -0.2208, -3.3572], [-0.4550, -5.1965, 6.1333], [0.7098, -1.5889, -1.5845], [-1.6744, 2.8689, 3.0168], [-9.7416, 3.5112, -2.0423], [1.5677, 3.3518, -0.4336], [-2.3056, 0.0048, -3.7863], [10.5489, -4.6816, -1.8044], [0.8981, 4.1342, -0.8651], [5.8836, 0.3630, 3.0173], [0.3711, -4.7670, 6.6931], [0.1768, -3.0141, 6.7457], [0.7064, -1.3671, 3.7891], [-0.5704, 2.7467, 2.8968], [-5.8165, 3.0610, -3.4858], [-1.8225, -2.1763, -4.5359], [11.6089, -4.5629, -2.0087], [-4.8699, -5.0303, -6.1913], [-4.6217, 5.7264, -3.5602], [3.6280, 3.8553, 0.3788], [-0.6699, 6.1943, -2.6224], [-5.6485, 0.0689, -0.9225], [5.8163, -0.4611, 0.9632], [-5.0116, -0.7373, -0.5735], [-0.4887, -0.1583, 7.3003], [4.4365, 1.1549, 1.6105], [-0.9408, 3.2060, 0.7069], [-2.4125, 5.9496, -2.3639], [3.3596, -2.0141, 2.8500], [-1.4177, 5.5843, -2.1232], [-3.9357, 3.7831, -4.7041], [1.1051, -2.8804, 0.2294], [5.3108, -4.8009, -2.5213], [-5.4361, -3.3535, -4.6386], [-7.1299, 7.0890, -5.4369], [-9.3506, 1.9703, -1.2704], [1.2786, -3.9538, 0.4924], [2.9833, -3.6558, 2.2221], [-0.1246, 1.3808, 3.5000], [6.4848, -4.2631, -1.3140], [1.5256, -0.9984, 1.3016], [0.3696, -5.1542, 7.7078], [0.0460, -2.6576, 0.5474], [3.0795, 3.8549, -0.5906], [2.6066, -3.2547, -2.8660]]
}

{
  "formula": "C2H6N4O2",
  "method": "ωB97M-V with the def2-TZVPD basis set",
  "total_energy_ha": -449.05706,
  "orbital_gap_ev": [7.5, 7.5],
  "relative_energy_kcal_mol": 165.7,
  "spin_multiplicity": 1,
  "homo_energy_ev": [-6.6, -6.8],
  "elements": ["C", "H", "N", "N", "C", "H", "N", "N", "H", "O", "H", "H", "O", "H"],
  "xyz": [[-1.0167, -0.2699, -0.4079], [0.1731, -3.0191, -0.9111], [-0.2330, 1.7325, 0.7975], [-0.0936, -1.1843, -0.2114], [-1.1803, 0.9298, 0.3239], [1.4191, -1.9868, 0.6387], [0.6375, -1.3573, 0.8025], [1.0346, 1.8643, 0.5539], [-1.7493, -0.5203, -1.1602], [1.4352, 1.0749, -0.5422], [2.3924, 1.1808, -0.5526], [-0.5269, 2.4490, 1.4567], [-0.1004, -2.1630, -1.2774], [-2.1918, 1.2693, 0.4894]]
}